one:
Here is the ion C3H11N2 with charge +1 from the Open Molecules 2025 dataset. Energies are from the ωB97M-V functional and the def2-TZVPD basis.

Geometry as ORCA input:
```
! RIJCOSX wB97M-V def2-TZVPD def2/J DEFGRID3
* xyz 1 1
C 0.386 -0.532 -1.658
N -0.794 -0.618 -0.787
C -0.573 -0.798 0.683
C 0.469 0.142 1.180
N 0.047 1.503 0.635
H 1.026 -1.449 -1.606
H 1.020 0.318 -1.389
H 0.008 -0.423 -2.681
H -1.347 -1.378 -1.160
H -1.557 -0.439 1.040
H -0.427 -1.835 0.932
H 0.511 0.028 2.258
H 1.503 0.025 0.849
H -0.370 2.031 1.407
H 0.824 2.092 0.343
H -0.725 1.333 -0.046
*
```

Summary:
E_HOMO   -13.53 eV
Molar mass   75.13 Da
SMILES   CNCC[NH3+]
LUMO energy   -3.58 eV

Atom charges from the natural (NBO) analysis, given in e for atoms 1 to 6: atom 1 (C): -0.43, atom 2 (N): -0.66, atom 3 (C): -0.26, atom 4 (C): -0.24, atom 5 (N): -0.70, atom 6 (H): 0.19

***

two:
Here is a cluster of 2 separate species, C3H11N2 in total from the Open Molecules 2025 dataset. Energies are from the ωB97M-V functional and the def2-TZVPD basis.

Geometry as ORCA input:
```
! RIJCOSX wB97M-V def2-TZVPD def2/J DEFGRID3
* xyz 1 1
C -0.839 -1.424 -2.132
N -1.331 -0.666 -1.251
H 0.148 -1.227 -2.548
H -1.318 -2.290 -2.587
H -2.248 -1.015 -0.961
H -0.882 0.765 -0.007
C 1.028 -0.566 1.084
C 0.849 0.940 1.251
N -0.222 1.501 0.329
H 1.539 -0.817 0.162
H 1.554 -0.927 1.963
H 0.021 -0.978 1.121
H 0.557 1.178 2.271
H 1.752 1.527 1.083
H -0.758 2.228 0.800
H 0.150 1.772 -0.577
*
```

Summary:
E_HOMO   -14.87 eV
Molar mass   75.13 Da
LUMO energy   -3.19 eV

Atom charges from the natural (NBO) analysis, given in e for atoms 1 to 6: atom 1 (C): 0.03, atom 2 (N): -0.70, atom 3 (H): 0.17, atom 4 (H): 0.18, atom 5 (H): 0.36, atom 6 (H): 0.47

***

three:
Here is a cluster of 2 separate species, C3H11N2 in total from the Open Molecules 2025 dataset. Energies are from the ωB97M-V functional and the def2-TZVPD basis.

Geometry as ORCA input:
```
! RIJCOSX wB97M-V def2-TZVPD def2/J DEFGRID3
* xyz 1 1
C 0.067 -1.878 0.600
C -0.277 1.114 0.403
C -0.619 2.265 -0.392
N -0.472 1.840 -1.869
N 1.038 -2.826 1.031
H -0.926 -1.955 1.075
H -0.143 -1.759 -0.491
H -0.890 1.034 1.308
H 0.780 0.914 0.402
H -0.080 3.216 -0.209
H -1.665 2.605 -0.461
H 0.457 1.994 -2.270
H -0.511 0.819 -1.720
H 1.970 -2.710 0.673
H 0.802 -3.797 1.147
H 0.468 -0.874 0.770
*
```

Summary:
E_HOMO   -12.41 eV
Molar mass   75.13 Da
LUMO energy   -8.42 eV

Atom charges from the natural (NBO) analysis, given in e for atoms 1 to 6: atom 1 (C): -0.38, atom 2 (C): 0.14, atom 3 (C): -0.44, atom 4 (N): -0.62, atom 5 (N): -0.83, atom 6 (H): 0.21

***

four:
Here is a cluster of 2 separate species, C3H11N2 in total from the Open Molecules 2025 dataset. Energies are from the ωB97M-V functional and the def2-TZVPD basis.

Geometry as ORCA input:
```
! RIJCOSX wB97M-V def2-TZVPD def2/J DEFGRID3
* xyz 1 1
C -2.239 -0.214 1.273
C -0.924 0.588 1.070
H -3.066 0.367 0.894
H -2.157 -1.176 0.771
H -2.337 -0.457 2.332
H -0.976 1.049 0.074
H -0.025 0.015 1.326
H -0.910 1.459 1.732
N 1.220 -1.326 -1.132
C 1.982 -0.286 -1.355
N 1.565 0.946 -1.310
H 0.335 -1.199 -0.655
H 1.644 -2.238 -1.049
H 3.012 -0.444 -1.631
H 2.229 1.713 -1.370
H 0.648 1.206 -0.971
*
```

Summary:
E_HOMO   -15.41 eV
Molar mass   75.13 Da
LUMO energy   -3.85 eV

Atom charges from the natural (NBO) analysis, given in e for atoms 1 to 6: atom 1 (C): -0.60, atom 2 (C): -0.63, atom 3 (H): 0.22, atom 4 (H): 0.19, atom 5 (H): 0.22, atom 6 (H): 0.17

***

The structure shown above that is most stable: four.